Record 1
Here is a 2-piece molecular cluster, C22H31F3N2O7 overall from OMol25. Energies are from wB97M-V/def2-TZVPD.

Element x y z (Å)
C: 0.0074 -0.7856 2.3820
C: 0.7461 -1.1312 1.0873
C: 0.2224 -0.3484 -0.1270
C: 0.7115 1.0858 -0.1045
O: 0.2278 1.8838 -1.2088
C: -1.1073 1.9702 -1.3099
C: -1.7920 1.4425 -2.3260
F: -1.2067 0.7586 -3.2849
C: -3.2545 1.6050 -2.4506
O: -3.8475 1.2930 -3.4503
C: -4.0073 2.1669 -1.2666
C: -5.4975 2.0577 -1.3590
C: -5.9733 0.5978 -1.5090
O: -6.9407 0.3358 -0.4838
C: -6.8081 -0.8559 0.1740
C: -6.8849 -0.7022 1.6621
O: -6.6662 -1.8886 -0.4118
C: -3.3238 2.7277 -0.2650
N: -4.0449 3.3208 0.8426
C: -3.9227 4.7345 0.9649
O: -3.3506 5.3736 1.7590
F: -4.6434 5.2794 -0.0290
C: -3.9171 2.5971 2.0792
O: -4.7097 1.8068 2.4475
F: -2.8108 2.8731 2.7657
C: -1.8300 2.7771 -0.2689
O: -1.2128 3.4312 0.5287
H: 0.1375 0.2632 2.6617
H: -1.0612 -1.0026 2.2919
H: 0.3962 -1.3851 3.2100
H: 1.8145 -0.9197 1.2051
H: 0.6136 -2.1953 0.8733
H: -0.8755 -0.3919 -0.1077
H: 0.5368 -0.8302 -1.0595
H: 0.4487 1.5834 0.8329
H: 1.7992 1.1067 -0.2021
H: -5.8041 2.6225 -2.2436
H: -5.9578 2.4854 -0.4694
H: -5.1498 -0.1167 -1.4218
H: -6.4338 0.4477 -2.4861
H: -6.8219 -1.6890 2.1197
H: -7.8278 -0.2211 1.9327
H: -6.0703 -0.0680 2.0203
C: 6.5525 -3.9256 1.0735
C: 5.7925 -3.3639 -0.1184
N: 5.0954 -2.1261 0.1858
C: 4.1287 -1.7412 -0.8244
C: 4.6369 -1.3876 -2.2270
C: 5.9197 -1.0555 0.7234
C: 7.1203 -0.5867 -0.1077
H: 5.8945 -4.0216 1.9382
H: 6.9446 -4.9134 0.8288
H: 7.4001 -3.2994 1.3540
H: 5.0350 -4.0903 -0.4258
H: 6.4873 -3.2665 -0.9678
H: 3.5537 -0.8958 -0.4331
H: 3.4140 -2.5659 -0.9175
H: 5.1439 -0.4237 -2.2495
H: 3.7928 -1.3258 -2.9168
H: 5.3204 -2.1446 -2.6130
H: 6.2861 -1.3734 1.7023
H: 5.2622 -0.2056 0.9252
H: 7.7086 -1.4277 -0.4776
H: 7.7788 0.0233 0.5135
H: 6.8241 0.0207 -0.9616

* E_tot: -1792.64515 hartree
* orbital gap: 6.2139 eV
* SMILES: CCCCOC1=C(F)C(=O)C(CCOC(C)=O)=C(N(C(=O)F)C(=O)F)C1=O.CCN(CC)CC
* HOMO: -8.31 eV

Just the natural (NBO) charges please, in e? Sure, here they are:
1. C -0.611
2. C -0.394
3. C -0.436
4. C -0.066
5. O -0.486
6. C 0.175
7. C 0.337
8. F -0.283
9. C 0.439
10. O -0.465
11. C 0.056
12. C -0.485
13. C -0.056
14. O -0.543
15. C 0.808
16. C -0.730
17. O -0.565
18. C 0.046
19. N -0.590
20. C 0.980
21. O -0.485
22. F -0.319
23. C 0.995
24. O -0.501
25. F -0.290
26. C 0.462
27. O -0.470
28. H 0.203
29. H 0.202
30. H 0.218
31. H 0.203
32. H 0.212
33. H 0.195
34. H 0.217
35. H 0.190
36. H 0.200
37. H 0.249
38. H 0.261
39. H 0.189
40. H 0.206
41. H 0.234
42. H 0.243
43. H 0.256
44. C -0.617
45. C -0.213
46. N -0.454
47. C -0.201
48. C -0.637
49. C -0.215
50. C -0.638
51. H 0.211
52. H 0.213
53. H 0.202
54. H 0.195
55. H 0.159
56. H 0.181
57. H 0.188
58. H 0.202
59. H 0.212
60. H 0.206
61. H 0.193
62. H 0.193
63. H 0.204
64. H 0.213
65. H 0.203

Record 2
Here is a 7-piece molecular cluster, C22H31F6IO19P overall from OMol25. Energies are from wB97M-V/def2-TZVPD.

Element x y z (Å)
C: 1.1240 -3.6503 -1.3756
O: 1.3318 -4.8488 -2.0815
C: 2.0641 -5.8941 -1.4202
C: 2.8221 -5.5154 -0.1661
C: 3.6808 -6.6558 0.3300
P: 4.8350 -6.0361 1.7330
I: 3.0400 -6.9631 3.6829
H: 0.4853 -3.0230 -1.9839
H: 0.6259 -3.8035 -0.4172
H: 2.0581 -3.1056 -1.2085
H: 1.3682 -6.7095 -1.2044
H: 2.7757 -6.2649 -2.1595
H: 3.4849 -4.6709 -0.3783
H: 2.1413 -5.2349 0.6376
H: 4.3622 -6.9910 -0.4558
H: 3.0690 -7.4746 0.7019
H: 4.0928 -4.7736 1.7697
H: 5.6349 -5.5408 2.7992
H: 5.4905 -7.3318 1.7679
H: 5.7403 -5.5175 0.7352
C: -2.2106 0.9573 -3.5854
C: -1.4598 -0.0023 -4.4926
O: -0.6731 -0.7212 -3.5692
C: -1.2981 -0.7076 -2.3555
O: -1.0194 -1.3944 -1.4386
O: -2.2942 0.2188 -2.3685
F: -0.6542 0.6379 -5.3719
H: -1.6245 1.8637 -3.4201
H: -3.2023 1.2152 -3.9447
H: -2.0903 -0.7005 -5.0458
C: 5.0192 -1.4080 -1.1324
C: 5.5812 -2.3093 -2.2185
O: 6.7181 -2.8564 -1.5930
C: 6.4997 -2.8637 -0.2403
O: 7.1096 -3.5011 0.5423
O: 5.4398 -2.0751 0.0518
F: 5.9623 -1.6123 -3.3216
H: 5.4889 -0.4237 -1.1913
H: 3.9378 -1.3134 -1.1463
H: 4.9188 -3.1184 -2.5308
C: -1.5984 4.0520 -0.0475
C: -0.4468 4.2667 -1.0162
O: -1.1214 4.3957 -2.2582
C: -2.3750 4.8655 -2.0112
O: -3.1129 5.2933 -2.8336
O: -2.6567 4.7693 -0.6957
F: 0.3891 3.2090 -1.0759
H: -1.8544 2.9932 0.0118
H: -1.4290 4.4516 0.9465
H: 0.1406 5.1688 -0.8386
C: -6.1338 5.2027 -0.0429
C: -5.9740 3.8481 0.6292
O: -6.7417 4.0058 1.8072
C: -7.6942 4.9441 1.5722
O: -8.6344 5.1443 2.2668
O: -7.4229 5.6108 0.4311
F: -4.6884 3.5917 0.9540
H: -5.3728 5.8925 0.3230
H: -6.1199 5.1727 -1.1270
H: -6.3669 3.0043 0.0601
C: 9.7989 -4.1598 2.5596
C: 8.5327 -4.0538 3.3893
O: 9.0503 -3.6647 4.6610
C: 10.2231 -3.0200 4.4668
O: 10.7928 -2.3742 5.2838
O: 10.6588 -3.2079 3.1977
F: 7.8852 -5.2222 3.4843
H: 10.2233 -5.1602 2.6563
H: 9.6586 -3.9055 1.5145
H: 7.8320 -3.2941 3.0416
C: -11.1052 6.9629 1.7170
C: -10.8735 8.3912 1.2572
O: -12.1882 8.8708 1.0723
C: -13.0227 8.1593 1.8872
O: -14.1378 8.4651 2.1371
O: -12.3799 7.0734 2.3642
F: -10.2021 8.4646 0.0820
H: -11.1901 6.2995 0.8553
H: -10.3547 6.5863 2.4001
H: -10.3638 9.0269 1.9837

* net charge: -1
* E_tot: -3524.75539 hartree
* orbital gap: 5.3220 eV
* HOMO: -4.24 eV

Just the Mulliken charges please, in e? Sure, here they are:
1. C 0.029
2. O -0.361
3. C -0.646
4. C 0.512
5. C -1.385
6. P 0.207
7. I -0.605
8. H 0.083
9. H 0.281
10. H -0.193
11. H 0.289
12. H 0.307
13. H -0.226
14. H 0.274
15. H 0.419
16. H 0.412
17. H -0.027
18. H -0.139
19. H 0.030
20. H -0.190
21. C -0.290
22. C 0.285
23. O -0.269
24. C 0.650
25. O -0.455
26. O -0.331
27. F -0.281
28. H 0.119
29. H 0.281
30. H 0.269
31. C -0.393
32. C 0.386
33. O -0.337
34. C 0.540
35. O -0.376
36. O -0.307
37. F -0.313
38. H 0.322
39. H 0.176
40. H 0.268
41. C -0.391
42. C 0.267
43. O -0.325
44. C 0.665
45. O -0.523
46. O -0.236
47. F -0.253
48. H 0.261
49. H 0.332
50. H 0.229
51. C -0.297
52. C 0.270
53. O -0.311
54. C 0.600
55. O -0.476
56. O -0.304
57. F -0.298
58. H 0.239
59. H 0.280
60. H 0.271
61. C -0.349
62. C 0.528
63. O -0.342
64. C 0.614
65. O -0.531
66. O -0.339
67. F -0.321
68. H 0.275
69. H 0.203
70. H 0.234
71. C -0.234
72. C 0.333
73. O -0.325
74. C 0.612
75. O -0.501
76. O -0.330
77. F -0.283
78. H 0.211
79. H 0.243
80. H 0.288

Record 3
Here is C22H31N3O in the gas phase from OMol25. Energies are from wB97M-V/def2-TZVPD.

Element x y z (Å)
C: 3.0682 2.3778 1.5873
C: 2.7442 1.7186 0.2446
C: 3.1005 2.5891 -0.9416
N: 1.2823 1.5473 0.0793
N: 0.5907 2.6298 -0.3171
N: -0.6828 2.3224 -0.1220
C: -1.7020 3.3150 -0.7304
C: -1.4932 3.4007 -2.2332
C: -1.4468 4.6545 -0.0767
C: -0.8097 1.0609 0.4154
C: -2.1671 0.6200 0.8159
C: -2.9477 1.2827 1.7986
C: -4.2800 0.8984 2.0423
C: -4.8414 -0.1694 1.2976
C: -4.0631 -0.8324 0.3227
C: -2.7277 -0.4768 0.1391
C: 0.4792 0.5014 0.4291
C: 1.0659 -0.8312 0.8846
H: 4.1561 2.5451 1.7010
H: 2.5607 3.3541 1.6693
H: 2.7390 1.7456 2.4252
H: 3.2398 0.7387 0.1933
H: 4.1677 2.8470 -0.9785
H: 2.8546 2.0545 -1.8719
H: 2.4868 3.5022 -0.9079
H: -2.6814 2.9103 -0.4803
H: -2.1311 4.2050 -2.6239
H: -0.4519 3.6560 -2.4593
H: -1.7779 2.4762 -2.7484
H: -2.0505 5.4118 -0.5880
H: -1.7334 4.6431 0.9801
H: -0.3886 4.9154 -0.1773
H: -2.5514 2.1421 2.3317
H: -4.8841 1.3904 2.8113
H: -5.8893 -0.4741 1.4746
H: -4.4856 -1.6536 -0.2587
H: -2.1382 -0.9879 -0.6072
H: 0.3141 -1.5409 1.2546
H: 1.9954 -0.6235 1.4305
C: 2.3612 -4.6435 -0.2124
C: 0.9998 -5.3625 -0.2538
C: 0.1241 -4.7689 -1.3575
C: -0.3921 -3.3793 -0.9482
O: -1.6135 -3.2026 -0.7474
C: 0.5442 -2.2719 -0.9932
C: 1.6507 -2.0288 -0.0567
C: 2.3495 -3.3218 0.5524
H: 3.0742 -5.3415 0.2545
H: 2.6944 -4.4842 -1.2434
H: 1.1424 -6.4297 -0.4486
H: 0.4803 -5.2834 0.7132
H: 0.6999 -4.6983 -2.2874
H: -0.7426 -5.4008 -1.5236
H: 0.1930 -1.3532 -1.4279
H: 2.4864 -1.3735 -0.4709
H: 2.0214 -3.4931 1.5829
H: 3.4063 -3.0297 0.6620

* E_tot: -1096.22170 hartree
* orbital gap: 4.6250 eV
* HOMO: -4.70 eV

Just the natural (NBO) charges please, in e? Sure, here they are:
1. C -0.622
2. C -0.054
3. C -0.622
4. N -0.129
5. N -0.060
6. N -0.094
7. C -0.024
8. C -0.625
9. C -0.622
10. C 0.126
11. C -0.138
12. C -0.207
13. C -0.227
14. C -0.190
15. C -0.219
16. C -0.097
17. C 0.289
18. C -0.533
19. H 0.232
20. H 0.217
21. H 0.226
22. H 0.238
23. H 0.224
24. H 0.227
25. H 0.232
26. H 0.241
27. H 0.227
28. H 0.226
29. H 0.234
30. H 0.226
31. H 0.222
32. H 0.228
33. H 0.209
34. H 0.220
35. H 0.219
36. H 0.237
37. H 0.263
38. H 0.282
39. H 0.206
40. C -0.392
41. C -0.385
42. C -0.482
43. C 0.496
44. O -0.715
45. C -0.652
46. C -0.141
47. C -0.404
48. H 0.201
49. H 0.205
50. H 0.195
51. H 0.197
52. H 0.203
53. H 0.210
54. H 0.161
55. H 0.123
56. H 0.195
57. H 0.198

> Among the records above, which one has the highest orbital gap?

C22H31F3N2O7

> The lowest orbital gap belongs to which entry?

C22H31N3O

> The highest orbital gap belongs to which entry?

C22H31F3N2O7

> The lowest orbital gap belongs to which entry?

C22H31N3O